Density functional theory data (the ωB97M-V functional and the def2-TZVPD basis) for a cluster of 2 separate species, C4H13NS in total in a non-equilibrium geometry.

Values from the calculation:
Net charge = 0
E_HOMO = -6.03 eV
Strongest force on any atom = 0.052 Eh/bohr
Calculated total energy = -16681.613 eV
LUMO level = -0.112 eV
Gap between HOMO and LUMO = 5.921 eV

Last column: Mulliken charge in e.
Cartesian coordinates (Å):
C  1.981  -0.682  -0.074  -0.822
C  1.814  0.502  -0.989  -0.765
S  1.414  -0.148  -2.730  -0.534
H  1.117  -0.880  0.560  0.110
H  2.940  -0.720  0.484  0.331
H  2.222  -1.593  -0.633  0.363
H  2.752  1.057  -1.106  0.288
H  1.093  1.327  -0.863  0.270
C  -1.204  0.699  1.548  -0.933
C  -1.715  -0.425  0.678  -0.503
N  -1.464  -0.073  -0.780  -0.202
H  -0.119  0.605  1.527  0.271
H  -1.518  1.712  1.292  0.373
H  -1.482  0.483  2.585  0.326
H  -1.036  -1.258  0.877  0.353
H  -2.744  -0.711  0.883  0.356
H  -0.463  -0.298  -0.941  0.029
H  -1.556  0.938  -0.843  0.365
H  -2.031  -0.535  -1.476  0.326

Forces on atoms 1 to 6 (eV/Å):
C 1.18 -0.71 0.56
C 0.65 0.31 -2.56
S -0.77 0.33 1.04
H 0.12 -0.18 0.34
H -0.71 0.95 0.66
H -0.92 0.18 -0.53

***

Density functional theory data (the ωB97M-V functional and the def2-TZVPD basis) for a cluster of 2 separate species, C4H13NS in total in a non-equilibrium geometry.

Values from the calculation:
Net charge = 0
E_HOMO = -8.50 eV
Strongest force on any atom = 0.043 Eh/bohr
Calculated total energy = -16683.043 eV
LUMO level = 0.750 eV
Gap between HOMO and LUMO = 9.253 eV

Last column: Mulliken charge in e.
Cartesian coordinates (Å):
C  3.497  1.234  -1.352  -0.926
C  3.020  0.350  -0.199  -0.250
N  3.885  0.765  0.978  -0.642
H  4.351  0.939  -1.953  0.283
H  3.672  2.218  -0.901  0.244
H  2.686  1.456  -2.048  0.313
H  3.245  -0.703  -0.340  0.293
H  1.968  0.515  0.023  0.234
H  3.469  1.603  1.373  0.224
H  3.730  0.049  1.684  0.227
C  -3.009  -1.681  -0.698  -0.769
S  -4.155  -0.234  -0.553  -0.102
C  -4.449  -0.176  1.200  -0.752
H  -2.004  -1.273  -0.858  0.254
H  -2.928  -2.216  0.253  0.278
H  -3.620  -2.273  -1.382  0.285
H  -5.440  -0.591  1.403  0.246
H  -4.276  0.768  1.720  0.323
H  -3.643  -0.751  1.650  0.236

Forces on atoms 1 to 6 (eV/Å):
C -1.33 0.88 -0.11
C 1.95 0.81 0.62
N -1.03 -0.89 -0.24
H 0.21 -0.32 0.43
H 0.41 -0.12 -0.18
H -0.10 -0.34 -0.21

***

What is the strongest force on any atom in the second record?
0.043 Eh/bohr